ORCA calculation (the ωB97M-V functional and the def2-TZVPD basis) on a cluster of 3 separate species, C28H59N2O5P in total in a non-equilibrium geometry.

XYZ file:
```
95
Properties=species:S:1:pos:R:3
C 6.814 -1.344 3.022
C 7.202 -1.643 1.422
C 6.907 -0.322 0.501
C 6.598 -3.053 0.855
C 5.098 -2.979 0.211
C 4.600 -4.464 -0.375
C 3.939 -2.349 1.180
O 3.437 -1.107 0.504
P 2.039 -1.551 -0.427
O 0.618 -0.639 -0.041
C 0.646 -0.045 1.300
C 0.150 -1.023 2.517
C -1.495 -0.920 2.675
O 0.538 -2.434 2.391
H 6.323 -0.294 3.181
H 6.168 -2.233 3.484
H 7.821 -1.343 3.660
H 8.389 -1.774 1.437
H 5.894 -0.328 -0.082
H 7.848 -0.070 -0.190
H 6.842 0.601 1.255
H 6.545 -3.797 1.785
H 7.356 -3.577 0.096
H 5.161 -2.288 -0.760
H 4.682 -4.463 -1.565
H 5.280 -5.349 -0.005
H 3.473 -4.692 -0.138
H 4.254 -2.168 2.292
H 2.984 -3.064 1.226
H 2.356 -1.171 -1.810
H 1.670 0.457 1.601
H -0.137 0.857 1.271
H 0.613 -0.596 3.520
H -1.770 -0.607 3.770
H -1.925 -1.988 2.403
H -1.976 -0.176 1.878
H -0.043 -2.871 1.679
C 1.037 6.609 0.681
C 1.284 6.398 -0.845
C 0.074 6.930 -1.664
C -1.154 6.030 -1.606
C -0.793 4.603 -1.995
C 0.381 4.026 -1.155
N 1.570 4.946 -1.108
O 2.225 4.857 -2.348
C -0.127 3.733 0.282
C 0.739 2.612 -1.717
C 2.498 7.332 -1.165
H 0.010 6.922 0.896
H 1.249 5.712 1.269
H 1.697 7.375 1.106
H 0.362 7.043 -2.717
H -0.203 7.933 -1.323
H -1.599 6.056 -0.607
H -1.919 6.409 -2.292
H -1.680 3.966 -1.886
H -0.535 4.582 -3.060
H 0.690 3.395 0.926
H -0.879 2.930 0.276
H -0.610 4.586 0.755
H 0.993 2.638 -2.781
H -0.111 1.924 -1.621
H 1.582 2.171 -1.172
H 3.403 7.003 -0.640
H 2.291 8.362 -0.848
H 2.723 7.385 -2.236
C -5.855 -5.142 -0.448
C -5.864 -3.776 0.306
C -6.933 -2.830 -0.311
C -6.529 -2.235 -1.654
C -5.167 -1.559 -1.555
C -4.066 -2.500 -0.989
N -4.483 -3.185 0.283
O -4.406 -2.239 1.320
C -3.703 -3.554 -2.071
C -2.750 -1.672 -0.822
C -6.355 -4.142 1.745
H -6.462 -5.119 -1.359
H -4.846 -5.465 -0.721
H -6.244 -5.960 0.170
H -7.135 -2.001 0.380
H -7.885 -3.357 -0.427
H -6.519 -3.008 -2.427
H -7.275 -1.497 -1.967
H -4.874 -1.194 -2.547
H -5.259 -0.670 -0.919
H -2.984 -4.281 -1.683
H -3.233 -3.075 -2.942
H -4.565 -4.092 -2.459
H -2.887 -0.797 -0.179
H -2.400 -1.291 -1.789
H -1.947 -2.288 -0.401
H -5.635 -4.791 2.259
H -7.311 -4.677 1.707
H -6.527 -3.260 2.372
```

Properties
maximum force	0.0988	Eh/bohr
charge	0
HOMO energy (alpha / beta)	-8.2 / -8.2	eV
lowest unoccupied orbital energy (alpha / beta)	0.6 / -0.4	eV
<S²>	2.0096
2S+1	3

Mulliken population analysis, charges in e, atoms 1 to 2: -1.1428, 0.5087